The following is a quantum chemistry calculation of a cluster of 3 separate species, C27H50BBrN4O6S in total at a distorted geometry, from the Open Molecules 2025 dataset.

```
90
Properties=species:S:1:pos:R:3:forces:R:3:mulliken_charge:R:1
C -3.326683 2.561123 0.165063 -0.3744 0.3422 0.1600 -0.802
C 2.078683 -2.906938 -0.964769 -0.4342 0.3410 0.3674 -0.921
B -1.030581 3.642900 -1.312027 -0.6683 -0.0570 -0.3180 0.389
C 3.553467 0.881111 -1.643630 0.1578 0.8652 0.7022 0.797
H 4.371266 -1.099656 1.412111 -0.7974 -0.4401 0.4360 0.112
C -2.006335 1.810903 0.451485 2.7230 -1.2065 0.2692 0.128
H 3.220618 -5.209495 -1.322466 0.6510 0.6706 0.5589 0.341
H 8.168670 -5.874093 3.140606 0.0390 -0.0255 -0.0784 0.322
O -10.525370 2.883283 -0.922755 0.3496 -0.1736 -0.0515 -0.540
H -11.928689 2.087225 2.027785 -0.0365 -0.0008 -0.0462 0.365
H 1.292479 -2.752652 -0.165821 0.6580 -0.0708 -0.9695 0.193
S 6.207019 0.079090 -2.316979 1.3241 -2.1932 -3.5375 1.113
C 3.536572 -1.666156 1.893523 -1.8963 -1.0542 0.2781 -0.443
H 4.412369 0.956471 -3.674749 0.9757 -0.0614 1.0073 0.304
C -0.800732 2.389270 -0.295872 0.9391 -1.9798 1.3523 -0.175
H 9.693658 -5.599836 2.275702 -0.0264 0.0454 0.0317 0.401
H -3.521705 2.502118 -0.952215 0.3380 0.1552 1.1055 0.364
N -0.886214 3.490048 -2.782591 0.9543 -0.4664 1.8432 -0.672
H 3.424388 2.056620 0.285281 -0.3418 -0.0437 -1.2243 0.374
H -7.279674 2.325158 -0.063409 1.0145 -0.5196 -0.4132 0.123
H 4.096648 -5.313220 0.248185 -0.0366 0.7022 -0.9594 0.252
Br -3.182104 -0.226872 2.253958 1.1815 0.3974 -0.5176 -0.173
H -5.363712 3.080233 0.708257 0.9798 -0.7306 0.1228 0.429
C 0.565124 1.851479 -0.130293 -2.7115 0.0637 0.4013 0.845
H -9.981891 4.992943 0.601718 -0.0001 -0.0739 0.0568 0.333
H -7.590371 -0.246958 -0.295222 -0.3024 0.3346 -0.2628 0.247
C -11.820506 2.078798 0.940962 0.0585 -0.2690 0.0696 -1.382
H 1.716620 -3.747519 -1.616715 0.5031 0.6945 0.6915 0.386
O 5.779925 -1.302163 -2.098186 -0.1477 1.9973 1.4394 -0.572
H 1.394723 2.503982 -2.034592 0.2642 0.4689 1.1827 0.241
H -4.739977 0.416941 -0.459477 -0.9694 0.1832 0.4689 0.278
H 4.942065 -4.649635 -1.213509 -0.9243 0.0019 0.5819 0.153
H -12.754219 2.434364 0.494611 0.0457 0.1169 0.0682 0.342
C 4.763283 1.168029 -2.624502 -0.7095 0.0296 0.3784 -0.820
C -1.722004 0.671468 1.287484 0.4100 1.1900 -0.9602 0.306
H 2.441290 -3.641084 1.647804 0.9865 0.5520 -0.2585 0.410
H -9.720392 2.540378 0.917441 0.0317 -0.0183 -0.2142 0.185
O 7.107360 0.694529 -1.076450 -1.8479 -0.6629 -0.5208 -0.460
H 3.798598 3.028015 -1.166283 -0.8151 -0.7842 0.2548 0.591
H 1.646735 3.708350 -0.626392 -0.2530 -1.1148 -0.5082 0.389
N -7.587232 0.452096 -1.038167 0.3303 0.3043 -0.0083 -0.643
H 8.609038 -3.351813 0.367206 0.0658 -0.0574 0.0980 0.300
H -0.598781 5.434955 -0.715884 -0.7897 0.0860 0.0937 0.308
C 0.960250 -1.498561 2.398949 -0.0562 -0.2508 0.2583 -0.528
C -10.647384 2.939284 0.498095 -0.6667 0.2919 -0.0877 0.646
H -5.901341 0.315941 0.985160 0.5518 0.5372 -0.9698 0.406
N -0.302154 -1.026846 2.350254 3.6406 0.9648 -1.8340 -0.644
C -5.475431 0.978091 0.173768 0.0793 1.3802 0.4933 -0.453
C -10.825635 4.384890 0.935216 0.2389 0.1438 0.0674 -1.341
H 2.653784 0.580204 -2.239946 0.9184 -0.0682 0.5155 0.358
C -4.671476 2.192800 0.857337 -1.4148 0.0455 -0.0502 -1.260
H 8.026582 -4.417460 -0.901189 0.0406 -0.0469 0.0456 0.297
C 3.154441 2.168587 -0.805581 0.6648 0.4624 0.2578 -1.257
C 8.667687 -5.246215 2.399151 -0.0102 -0.2439 0.1572 -1.318
H -6.330192 2.052824 -1.614527 -0.1863 -0.2442 0.9877 0.170
C 3.402649 -3.152902 1.312311 0.7595 0.6854 -0.4675 -1.191
H 2.093297 -1.991264 -1.620988 0.0464 -0.7830 0.7696 -0.016
O 7.054450 0.145621 -3.505028 -0.6948 1.2021 1.8372 -0.663
C 7.912755 -5.276181 1.079228 0.2766 0.6543 0.2099 0.319
C 3.959023 -4.669085 -0.667911 0.1317 -0.2272 0.0113 -1.023
H 9.607973 -4.723216 -0.156826 -0.0261 0.0546 0.0075 0.408
O 6.573066 -4.830192 1.286411 -0.1991 -0.2361 0.0023 -0.393
H 4.253199 -3.761428 1.733100 -0.8545 0.5770 -0.4484 0.277
H 3.684488 -1.792341 3.003564 0.1296 0.4301 -1.0325 0.405
C 0.796754 0.658730 0.766768 -1.0501 0.5766 -0.2490 0.023
H -0.064341 4.050410 -3.039781 -0.7510 0.1397 -0.4974 0.275
H -4.628502 2.084330 1.979067 0.3214 0.0126 -1.3125 0.532
H 6.609194 -3.922263 1.612064 0.0823 -0.0915 -0.0665 0.283
H 8.695208 -4.231618 2.808724 0.0635 0.0238 -0.1302 0.345
C 8.584464 -4.395091 0.037377 -0.0384 -0.1030 -0.2686 -1.239
C -0.347318 0.067249 1.484558 -1.9301 1.4093 -0.7052 0.529
H -11.725751 4.818246 0.488629 -0.0550 -0.1135 0.0689 0.339
C 3.475584 -3.197824 -0.268445 -0.2883 -1.1910 -0.4846 1.774
H 5.144255 2.221848 -2.594594 -0.3033 -0.9732 0.0803 0.390
H -10.903992 4.462235 2.021880 -0.0263 0.0262 -0.0463 0.373
H -11.339013 3.233406 -1.305580 0.0860 -0.0399 0.0576 0.340
H 4.213809 -2.464365 -0.690400 -0.5452 -0.6532 0.7287 -0.500
H 7.857468 -6.303097 0.711249 -0.2168 0.0632 0.0307 0.265
N 2.069382 0.117204 0.897557 -1.4566 -1.2272 1.3584 0.011
O -1.424343 4.916379 -0.799089 1.6552 -0.8723 -0.3961 -0.626
C 1.660259 2.620038 -0.940442 0.5044 -0.6114 0.1233 -0.961
H -3.158024 3.653169 0.416226 0.1305 -1.2165 -0.4337 0.338
H -0.642476 2.516340 -2.999696 -0.1533 0.4825 -0.0509 0.308
H 1.123811 -2.410649 3.037223 -0.2134 1.0656 -0.6132 0.377
H 6.627704 0.467652 -0.250332 0.3931 0.1245 -0.3116 0.384
H -8.530234 0.799894 -1.218168 0.3120 -0.2748 0.1692 0.274
H -11.684554 1.046383 0.611503 0.0518 0.0486 0.0582 0.332
C 2.151558 -0.958734 1.698389 -0.3115 0.7266 -0.1647 0.035
H 3.819045 0.073973 -0.909551 -0.4406 0.5315 -0.9565 -0.823
C -6.683404 1.569812 -0.661911 -0.0889 -0.7308 0.1098 -0.295
```
Positions in Å, forces in eV/Å.

highest occupied orbital energy: -0.3142 Eh
E: -128608.02080 eV
energy above the lowest of the compared OMol25 structures with the same formula, charge and spin: 0.0000 eV
largest force on an atom: 4.4 eV/Å
frontier orbital gap: 7.98 eV